[1]
Density functional theory data (ωB97M-V with the def2-TZVPD basis set) for a cluster of 4 separate species, C6H21NO4 in total at a distorted geometry.

Summary:
HOMO-LUMO gap ... 8.857 eV
Strongest force on any atom ... 3.41 eV Å⁻¹
SMILES ... CCCNCCCO.O.O.O
DFT total energy ... -16239.9417 eV
Lowest unoccupied orbital energy ... 0.17 eV
Multiplicity ... 1

XYZ file:
```
32
Properties=species:S:1:pos:R:3:forces:R:3
C 1.44849 1.67625 -2.29168 0.741 0.384 2.192
C 0.92757 0.84048 -1.12928 -1.534 0.659 1.575
C 2.01919 -0.12893 -0.67464 1.378 -0.038 0.731
N 1.66140 -1.20407 0.23955 -2.350 0.607 -0.637
C 1.39720 -0.71690 1.65677 2.771 1.986 0.033
C -0.07729 -0.76498 2.12383 1.618 -1.986 -0.076
C -0.77531 0.49687 2.53358 0.175 1.408 -0.032
O 0.04833 1.61909 2.23370 0.380 0.642 -0.932
H 0.99464 1.40246 -3.19106 -0.533 -0.229 -1.577
H 2.53776 1.51242 -2.32261 -0.386 0.311 -0.368
H 1.25703 2.70785 -2.01983 0.119 0.371 -0.606
H -0.06406 0.40370 -1.30417 0.348 -0.978 -0.903
H 0.42834 1.47788 -0.28284 2.029 -0.649 -0.861
H 2.61547 -0.60005 -1.49776 -0.963 0.472 0.028
H 2.81378 0.43947 -0.13622 -0.502 0.004 -0.397
H 0.77643 -1.59278 -0.20194 1.189 0.236 1.217
H 2.32439 -1.30997 2.09489 -2.714 1.106 0.700
H 1.61220 0.45605 1.86357 0.347 -2.753 -1.262
H -0.08000 -1.46739 2.94230 -0.505 -0.272 0.383
H -0.52793 -1.26870 1.30051 -1.049 -0.290 -0.414
H -1.76875 0.65786 2.09232 0.173 -0.515 -0.048
H -0.85347 0.55424 3.59101 -0.584 -0.534 1.133
H -0.34271 2.43157 2.55270 -0.204 0.048 0.241
O -2.41669 -2.23872 -0.25344 0.651 0.924 -0.463
H -2.20298 -1.28278 -0.35769 -0.424 -0.871 0.135
H -2.02259 -2.63594 -1.04735 -0.287 0.033 0.212
O -2.49888 1.88660 -0.37322 0.134 0.167 -0.444
H -2.11358 2.35009 0.36564 0.142 -0.005 0.741
H -2.19602 2.45390 -1.09229 -0.206 -0.242 -0.317
O -0.56710 -1.76922 -3.14086 -0.829 -2.542 -1.014
H -0.31896 -1.50526 -2.28542 0.672 1.358 1.119
H -0.59323 -1.11285 -3.81297 0.203 1.190 -0.091
```
Positions in Å, forces in eV/Å.

***

[2]
Density functional theory data (ωB97M-V with the def2-TZVPD basis set) for a cluster of 5 separate species, C6H21NO5 in total at a distorted geometry.

Summary:
HOMO-LUMO gap ... 9.384 eV
Strongest force on any atom ... 1.94 eV Å⁻¹
SMILES ... CCCC[C@H](N)C=O.O.O.O.O
DFT total energy ... -18288.8604 eV
Lowest unoccupied orbital energy ... 0.27 eV
Multiplicity ... 1

XYZ file:
```
33
Properties=species:S:1:pos:R:3:forces:R:3
C -1.09533 1.66607 -2.18499 0.399 -1.761 -0.708
C 0.02595 0.63356 -1.92400 1.393 0.749 0.510
C 1.24186 1.30820 -1.19280 -0.158 -1.278 -0.752
C 2.17755 0.47934 -0.29468 -0.660 0.642 0.491
C 1.60697 0.47111 1.14942 1.099 0.486 0.250
N 1.79892 1.73475 1.86401 -0.588 -0.452 0.136
C 2.21562 -0.67473 1.95228 -1.160 -0.139 -1.507
O 1.75268 -1.76430 1.73259 0.742 -0.363 0.754
H -1.10858 1.89424 -3.25084 0.259 0.709 0.148
H -0.97141 2.51096 -1.52586 -0.441 0.370 -0.037
H -2.01840 1.10787 -2.10142 -0.439 0.473 0.645
H -0.30342 -0.26146 -1.39994 -0.171 0.010 0.045
H 0.50078 0.35249 -2.86096 -0.558 -0.585 -0.184
H 0.86514 2.14437 -0.62367 0.173 0.559 0.088
H 1.87683 1.61309 -2.01724 0.034 0.894 0.023
H 3.10219 1.06256 -0.29321 0.288 -0.398 0.220
H 2.37503 -0.53298 -0.64517 -0.143 0.017 -0.191
H 0.55087 0.25378 1.09815 -0.215 -0.172 -0.093
H 2.73931 1.81438 2.20753 0.309 0.308 -0.095
H 1.52832 2.53757 1.31742 0.268 0.100 -0.044
H 3.09766 -0.50616 2.59731 -0.071 0.057 0.184
O -0.86709 -3.39190 0.59098 0.166 -0.085 -0.693
H -0.60304 -3.54964 1.49802 -0.157 0.070 0.147
H -1.82614 -3.27123 0.55224 0.213 -0.081 0.438
O -2.31261 -0.79296 -3.43587 0.497 0.580 -0.781
H -1.97180 -1.64690 -3.16699 -0.563 -0.128 0.379
H -3.17738 -0.57381 -3.08904 -0.043 -0.682 0.279
O -0.37571 -0.13672 3.13294 -0.635 0.157 0.383
H -0.51730 -0.07116 4.08484 0.120 -0.226 0.015
H -0.85513 0.63824 2.81450 0.227 0.039 -0.114
O -3.12168 -2.01413 1.18799 -0.115 -1.014 0.175
H -2.39351 -1.40951 1.35166 -0.335 0.483 -0.156
H -3.93710 -1.62499 0.87484 0.265 0.662 0.047
```
Positions in Å, forces in eV/Å.